{
  "formula": "C16H32BeF3N2O14",
  "method": "ωB97M-V/def2-TZVPD",
  "symbols": ["Be", "C", "O", "O", "C", "F", "F", "F", "C", "C", "H", "H", "H", "H", "H", "H", "N", "O", "O", "O", "N", "O", "O", "O", "C", "O", "C", "C", "O", "C", "H", "H", "H", "H", "H", "H", "H", "H", "H", "H", "C", "O", "C", "C", "O", "C", "H", "H", "H", "H", "H", "H", "H", "H", "H", "H", "O", "C", "O", "C", "C", "C", "H", "H", "H", "H", "H", "H"],
  "coordinates": [[0.553, -0.039, -0.558], [-1.039, 0.894, -2.464], [-1.301, 0.992, -1.026], [0.343, 0.549, -2.580], [-2.212, 0.217, -3.362], [-2.467, -1.000, -2.961], [-3.391, 0.895, -3.289], [-1.848, 0.122, -4.663], [-2.594, 1.522, -0.703], [-2.620, 1.983, 0.764], [-1.928, 2.822, 0.819], [-3.575, 2.436, 1.030], [-2.266, 1.184, 1.416], [-3.372, 0.782, -0.888], [-2.898, 2.403, -1.269], [-1.087, 1.981, -2.529], [2.860, -0.664, -2.233], [1.996, -0.328, -1.455], [4.008, -0.894, -1.912], [2.685, -0.848, -3.456], [0.832, -2.155, 1.450], [0.634, -1.203, 0.712], [0.346, -3.235, 1.189], [1.560, -2.027, 2.412], [0.019, 3.002, -0.767], [0.882, 1.955, -0.507], [1.844, 2.256, 0.531], [2.897, 1.196, 0.678], [2.292, -0.121, 0.592], [3.246, -1.119, 0.710], [0.552, 3.840, -1.215], [-0.353, 3.454, 0.152], [-0.895, 2.800, -1.327], [1.276, 2.381, 1.453], [2.349, 3.190, 0.286], [3.537, 1.330, 1.551], [3.571, 1.232, -0.178], [3.443, -1.357, 1.755], [4.206, -1.025, 0.204], [2.919, -2.096, 0.353], [-2.160, -0.981, 0.593], [-1.231, -1.005, -0.441], [-1.313, -2.181, -1.230], [-0.266, -2.225, -2.292], [0.995, -1.975, -1.601], [1.855, -3.079, -1.578], [-1.832, -1.595, 1.431], [-3.175, -1.269, 0.321], [-2.143, 0.018, 1.028], [-2.322, -2.336, -1.611], [-1.132, -3.023, -0.563], [-0.445, -1.391, -2.971], [-0.313, -3.074, -2.973], [2.699, -2.727, -0.985], [2.174, -3.446, -2.554], [1.388, -3.928, -1.080], [-0.136, 0.739, 0.541], [-0.336, 0.768, 1.764], [-0.357, 1.922, 2.447], [-0.674, 1.660, 3.817], [-1.161, 0.196, 3.881], [-0.480, -0.390, 2.693], [-1.396, 2.309, 4.313], [0.271, 1.773, 4.348], [-2.238, 0.032, 3.912], [-0.820, -0.135, 4.862], [-0.979, -1.245, 2.238], [0.521, -0.716, 2.976]],
  "multiplicity": 1,
  "e_homo_ev": -4.1288,
  "total_energy_ev": -57288.556,
  "orbital_gap_ev": 6.4,
  "fmax_ev_per_a": 11.5,
  "charge": -1,
  "lumo_ev": 2.27
}


{
  "formula": "C16H32BeNPSi",
  "method": "ωB97M-V/def2-TZVPD",
  "symbols": ["C", "C", "C", "C", "C", "C", "C", "C", "N", "Be", "C", "P", "H", "H", "H", "H", "H", "H", "H", "H", "C", "C", "H", "C", "C", "H", "H", "H", "H", "H", "H", "H", "H", "H", "H", "H", "H", "H", "H", "C", "Si", "C", "C", "H", "H", "H", "H", "H", "H", "H", "H", "H"],
  "coordinates": [[-3.105, 0.254, -3.910], [-2.702, -0.982, -3.467], [-1.699, -1.168, -2.444], [-1.224, -0.025, -1.787], [-1.555, 1.262, -2.315], [-2.519, 1.397, -3.323], [-1.425, -2.646, -2.175], [-0.039, -3.344, -1.664], [1.209, -2.668, -1.858], [-0.272, 0.538, -0.315], [-0.775, 2.530, -1.845], [0.880, 2.018, -1.061], [-3.146, -1.877, -3.909], [-2.801, 2.373, -3.701], [-3.850, 0.353, -4.702], [-1.311, 3.102, -1.076], [-0.621, 3.233, -2.672], [-2.137, -2.999, -1.403], [-1.686, -3.225, -3.077], [-0.230, -3.530, -0.594], [1.400, 3.169, 0.268], [2.098, 2.117, -2.439], [0.019, -4.343, -2.176], [1.491, -1.881, -3.069], [2.176, -2.618, -0.728], [-1.133, -0.022, 0.728], [1.996, -2.515, -3.822], [0.572, -1.420, -3.478], [2.159, -1.032, -2.789], [2.953, -3.398, -0.831], [2.643, -1.596, -0.723], [1.670, -2.721, 0.241], [2.412, 3.100, -2.839], [3.017, 1.602, -2.131], [1.722, 1.532, -3.286], [1.739, 4.193, 0.049], [0.610, 3.265, 1.013], [2.216, 2.703, 0.827], [-0.460, -0.101, 1.146], [-0.311, -0.044, 3.599], [-1.433, -1.017, 2.461], [-0.983, -2.808, 2.231], [-3.134, -0.450, 1.937], [0.741, -0.370, 3.480], [-0.704, -0.347, 4.574], [-0.404, 1.044, 3.449], [-1.356, -3.244, 3.176], [-1.508, -3.255, 1.364], [0.117, -2.963, 2.147], [-3.793, -1.050, 2.580], [-3.244, 0.634, 2.137], [-3.314, -0.657, 0.860]],
  "multiplicity": 1,
  "e_homo_ev": [-4.2069, -4.2043],
  "total_energy_ev": -36161.714,
  "orbital_gap_ev": [4.5, 4.5],
  "fmax_ev_per_a": 3.6,
  "lumo_ev": [0.30, 0.30]
}


{
  "formula": "C16H32Br16",
  "method": "ωB97M-V/def2-TZVPD",
  "symbols": ["Br", "C", "C", "Br", "H", "H", "H", "H", "Br", "C", "C", "Br", "H", "H", "H", "H", "Br", "C", "C", "Br", "H", "H", "H", "H", "Br", "C", "C", "Br", "H", "H", "H", "H", "Br", "C", "C", "Br", "H", "H", "H", "H", "Br", "C", "C", "Br", "H", "H", "H", "H", "Br", "C", "C", "Br", "H", "H", "H", "H", "Br", "C", "C", "Br", "H", "H", "H", "H"],
  "coordinates": [[13.216, 17.867, 21.239], [14.573, 17.759, 19.833], [15.967, 17.482, 20.325], [16.084, 16.106, 21.740], [14.558, 18.715, 19.316], [14.179, 16.957, 19.218], [16.467, 18.363, 20.721], [16.612, 17.091, 19.540], [20.651, 12.481, 20.175], [19.007, 13.014, 19.271], [18.760, 11.978, 18.197], [17.289, 12.650, 17.058], [19.246, 13.967, 18.810], [18.194, 13.092, 19.976], [18.558, 10.990, 18.599], [19.654, 11.907, 17.582], [15.052, 9.238, 27.927], [15.446, 11.144, 27.976], [14.232, 11.867, 28.524], [14.378, 13.815, 28.234], [15.730, 11.610, 27.038], [16.255, 11.284, 28.689], [14.076, 11.639, 29.574], [13.350, 11.617, 27.942], [16.146, 10.586, 21.100], [16.363, 8.652, 21.420], [17.450, 8.084, 20.538], [17.673, 6.249, 21.114], [15.380, 8.317, 21.100], [16.423, 8.487, 22.489], [18.424, 8.552, 20.665], [17.246, 8.191, 19.475], [22.339, 12.387, 27.429], [20.901, 11.041, 27.208], [19.736, 11.625, 26.431], [18.228, 10.285, 26.287], [20.592, 10.735, 28.206], [21.254, 10.129, 26.736], [20.088, 11.747, 25.409], [19.268, 12.530, 26.794], [21.137, 16.807, 27.764], [19.633, 16.138, 28.871], [18.835, 17.311, 29.349], [17.576, 16.800, 30.788], [20.181, 15.532, 29.579], [18.978, 15.531, 28.251], [18.191, 17.758, 28.595], [19.434, 18.156, 29.682], [18.108, 13.162, 22.687], [16.561, 12.793, 23.824], [16.183, 13.901, 24.800], [17.664, 14.473, 25.959], [16.880, 11.961, 24.451], [15.692, 12.506, 23.241], [15.344, 13.553, 25.400], [15.838, 14.797, 24.287], [8.110, 13.982, 24.863], [9.835, 13.461, 24.068], [10.910, 13.740, 25.096], [12.658, 13.405, 24.237], [9.913, 13.997, 23.130], [9.743, 12.391, 23.913], [10.852, 12.971, 25.857], [10.883, 14.761, 25.457]],
  "multiplicity": 1,
  "e_homo_ev": -9.8324,
  "total_energy_ev": -1137791.475,
  "orbital_gap_ev": 10.0,
  "de_lowest_kcal_mol": 30.1,
  "fmax_ev_per_a": 1.4,
  "smiles": "BrCCBr.BrCCBr.BrCCBr.BrCCBr.BrCCBr.BrCCBr.BrCCBr.BrCCBr",
  "lumo_ev": 0.18
}